[1]
{"formula": "C23H41Cl3N3O3PrSi", "method": "ωB97M-V with the def2-TZVPD basis set", "s2": 2.002, "fmax_ha_per_bohr": 0.0600, "de_lowest_kcal_mol": 53.5, "orbital_gap_ev": [8.405, 8.427], "total_charge": 0, "multiplicity": 3, "species": ["C", "C", "H", "H", "H", "C", "C", "H", "H", "H", "H", "Pr", "Cl", "Cl", "H", "H", "C", "C", "N", "H", "C", "O", "H", "H", "H", "H", "H", "H", "C", "C", "N", "H", "C", "O", "H", "H", "H", "H", "O", "C", "C", "C", "H", "C", "H", "C", "H", "C", "C", "H", "H", "H", "Si", "Cl", "C", "C", "C", "H", "H", "H", "H", "H", "H", "H", "H", "H", "C", "C", "C", "N", "H", "H", "H", "H", "H"], "coordinates": [[3.112380, 4.239388, -1.013717], [1.701033, 3.797000, -0.940997], [3.157171, 5.255366, -1.406750], [3.698080, 3.616622, -1.704766], [3.614625, 4.245913, -0.045114], [0.767431, 4.350507, -1.741324], [1.065649, 5.377878, -2.762879], [-0.284175, 4.155984, -1.582453], [1.706895, 4.982897, -3.559117], [1.567587, 6.265324, -2.355375], [0.126472, 5.715710, -3.206382], [-0.785962, -2.768591, -0.204812], [-0.810884, -1.402310, 2.155712], [0.968170, -4.310789, -1.603925], [-1.011280, -7.472366, 3.198559], [0.128931, -6.319870, 5.256005], [-0.361525, -6.885386, 2.543587], [0.748020, -5.794275, 4.515044], [0.034633, -5.671949, 3.245216], [-0.883820, -6.577030, 1.635257], [-0.119785, -4.505236, 2.623821], [-0.566169, -4.439505, 1.448981], [0.992143, -4.790908, 4.881711], [0.143751, -3.597189, 3.194601], [0.530045, -7.466140, 2.277869], [1.679703, -6.368866, 4.395760], [1.004963, 0.622743, -3.130493], [-1.305500, 2.187052, -3.860851], [0.477402, -0.096820, -3.742421], [-1.483627, 1.235602, -4.381594], [-0.965271, 0.094764, -3.642996], [0.741796, -1.098881, -3.452690], [-1.865589, -0.649034, -2.949800], [-1.792321, -1.836607, -2.588458], [-2.561192, 1.133873, -4.557745], [-2.768669, -0.059005, -2.648644], [0.749110, 0.096661, -4.764784], [-0.977343, 1.290062, -5.342607], [2.017418, 1.447083, -0.185763], [1.398494, 2.709422, 0.061927], [-0.825172, 2.016902, -0.885270], [-0.090553, 2.432345, 0.227586], [-0.275660, 1.782367, -1.806488], [-2.213426, 2.085030, -0.844223], [1.738151, 3.134018, 1.027800], [-0.730344, 2.650530, 1.447445], [-2.798000, 1.901864, -1.747647], [-2.821278, 2.481738, 0.339955], [-2.116181, 2.701759, 1.511574], [-0.085467, 2.861576, 2.308177], [-3.870941, 2.648707, 0.331444], [-2.620255, 2.965922, 2.439209], [3.368345, 0.762424, 0.406635], [0.266787, -0.755644, -0.971307], [3.677557, -0.775049, -0.642072], [2.881051, 0.076836, 2.042480], [4.788519, 1.833710, -0.030883], [2.842229, -1.503299, -0.569069], [4.590469, -1.135224, -0.110007], [3.897579, -0.552404, -1.703174], [4.761584, 2.102095, -1.103674], [5.719296, 1.273988, 0.137824], [4.765843, 2.696901, 0.642661], [2.013830, 0.583315, 2.492349], [3.795785, 0.234925, 2.632348], [2.575347, -0.980046, 1.933792], [-5.481608, -1.013711, 2.667185], [-5.506482, -1.933580, 1.426291], [-4.196144, -2.101148, 0.819479], [-3.188762, -2.326617, 0.292696], [-4.740715, -1.385103, 3.387602], [-6.460800, -0.994663, 3.154357], [-5.200002, -0.003959, 2.349405], [-5.877261, -2.942615, 1.701791], [-6.172110, -1.532984, 0.636139]], "forces_ev_per_angstrom": [[0.59, 0.38, -0.59], [-1.03, -0.30, -0.82], [0.10, 0.02, 0.03], [-0.13, 0.20, 0.25], [-0.15, -0.11, -0.08], [0.56, -0.19, 1.24], [-0.03, 0.60, -0.54], [0.12, -0.33, -0.07], [-0.08, 0.10, 0.03], [-0.05, -0.14, -0.03], [0.18, 0.06, -0.15], [-0.03, -1.08, -0.56], [0.03, -0.02, 0.31], [-0.27, 0.05, 0.26], [0.07, -0.03, -0.14], [0.09, 0.21, -0.20], [0.16, -0.01, 0.09], [-0.15, 0.04, 0.00], [0.19, 0.12, -0.07], [0.10, -0.29, 0.22], [-0.21, -0.13, -0.69], [0.37, -0.25, 1.61], [-0.07, -0.27, -0.03], [-0.05, -0.24, -0.32], [-0.22, 0.03, 0.03], [-0.27, 0.22, -0.13], [0.08, 0.12, 0.33], [0.04, -0.11, -0.04], [-0.54, -0.30, -0.47], [-0.22, 0.46, 0.40], [-0.83, -0.23, 0.18], [0.15, -0.23, 0.03], [-0.01, -0.77, 0.35], [0.17, 1.10, -0.27], [0.29, 0.00, 0.06], [0.33, -0.37, -0.65], [0.22, -0.13, -0.61], [-0.07, -0.06, -0.10], [-0.64, 1.95, -1.05], [-0.78, -0.61, 1.21], [0.02, 0.50, -0.19], [0.12, 0.00, -0.10], [-0.44, 0.10, 0.52], [0.60, -0.01, 0.00], [0.09, -0.31, -0.02], [0.69, 0.35, -0.22], [0.06, 0.05, 0.34], [-0.20, -0.13, 0.01], [0.32, -0.06, -0.10], [-0.44, 0.01, -0.16], [-0.85, -0.04, 0.09], [0.05, -0.11, -0.22], [-1.16, -1.97, -2.08], [1.34, 1.45, 0.35], [0.06, 0.18, 0.46], [0.39, 0.39, 0.73], [0.99, 0.12, 0.80], [0.75, 0.35, -0.06], [-0.40, -0.38, -0.68], [0.03, -0.20, 0.53], [-0.12, -0.11, 0.79], [-0.08, 0.22, 0.07], [0.47, 0.17, -0.45], [0.45, 0.06, -0.06], [-0.43, -0.59, 0.66], [0.51, 0.46, 0.07], [0.31, -0.11, -0.22], [-0.70, 0.01, 0.24], [1.51, -0.70, -1.00], [-2.33, 0.47, 0.91], [-0.18, 0.20, -0.20], [0.15, 0.01, -0.21], [-0.06, -0.16, 0.27], [0.23, 0.50, -0.25], [0.25, -0.22, 0.43]]}

---

[2]
{"formula": "C32H37N4O9SbTi", "method": "ωB97M-V with the def2-TZVPD basis set", "s2": 0.752, "fmax_ha_per_bohr": 0.0233, "de_lowest_kcal_mol": 28.1, "orbital_gap_ev": [6.317, 7.721], "total_charge": -1, "multiplicity": 2, "species": ["Ti", "O", "C", "C", "C", "C", "C", "C", "C", "N", "C", "C", "N", "C", "C", "C", "C", "C", "C", "C", "O", "H", "H", "H", "H", "H", "H", "H", "H", "H", "H", "H", "H", "H", "H", "O", "C", "O", "C", "C", "C", "C", "C", "C", "O", "N", "O", "O", "N", "O", "O", "H", "H", "C", "C", "C", "Sb", "C", "C", "C", "C", "C", "C", "H", "H", "H", "H", "H", "H", "H", "H", "H", "H", "H", "H", "H", "H", "H", "H", "H", "H", "H", "H", "H"], "coordinates": [[1.881521, -1.083811, -0.507213], [2.379528, -2.926026, -0.566039], [3.653629, -3.236544, -0.681701], [4.209791, -4.274728, 0.078431], [5.556256, -4.558018, -0.000365], [6.399109, -3.847576, -0.861868], [5.847507, -2.863557, -1.659357], [4.491178, -2.552573, -1.597267], [3.955182, -1.535181, -2.533143], [2.729218, -1.217756, -2.586885], [2.272093, -0.214612, -3.563504], [0.997331, 0.459369, -3.011640], [1.245399, 0.672114, -1.600568], [1.202392, 1.794599, -1.014790], [1.843860, 1.997747, 0.295985], [1.444642, 3.042894, 1.130918], [2.078643, 3.271349, 2.332258], [3.162013, 2.451152, 2.686890], [3.599864, 1.437017, 1.867783], [2.935701, 1.160093, 0.658286], [3.313692, 0.182786, -0.132138], [3.554544, -4.820176, 0.745919], [5.967882, -5.340191, 0.627775], [7.457732, -4.065690, -0.903542], [6.471688, -2.317674, -2.361403], [4.675128, -1.079990, -3.222840], [2.047803, -0.706515, -4.510708], [3.047068, 0.536714, -3.736503], [0.154460, -0.221848, -3.118058], [0.782364, 1.392877, -3.538807], [0.769543, 2.665185, -1.522104], [0.604154, 3.662418, 0.828069], [1.745490, 4.062208, 2.991235], [3.660754, 2.612759, 3.636933], [4.419257, 0.788164, 2.149158], [-2.092055, -1.189245, 0.432692], [-0.925261, -1.570984, 0.420589], [-0.108130, -1.440258, -0.567776], [-0.370422, -2.290511, 1.633773], [-1.152017, -3.125979, 2.371824], [-0.582621, -3.816528, 3.443323], [0.750142, -3.711723, 3.742546], [1.540521, -2.840704, 3.015462], [0.994547, -2.036235, 1.990339], [1.606309, -1.063860, 1.430667], [2.988233, -2.824619, 3.356923], [3.730725, -2.142295, 2.687534], [3.347122, -3.522881, 4.297525], [-1.428446, -4.697120, 4.272972], [-0.906747, -5.294395, 5.197615], [-2.608733, -4.781325, 3.984818], [-2.196128, -3.259034, 2.122656], [1.183723, -4.298657, 4.535824], [-4.312982, 0.910622, 1.851714], [-4.468020, 1.351398, 0.392386], [-5.479440, 2.487573, 0.263931], [-2.495136, 1.675036, -0.419695], [-2.390228, 3.831979, -0.760723], [-2.488361, 4.542622, 0.596502], [-3.242626, 4.540256, -1.809277], [-2.992050, 1.050140, -2.445507], [-2.870287, -0.472610, -2.565629], [-4.375898, 1.476364, -2.939174], [-5.285378, 0.642615, 2.283047], [-3.894888, 1.716264, 2.465092], [-3.650576, 0.048301, 1.940055], [-4.823346, 0.493130, -0.186971], [-5.203186, 3.334334, 0.895820], [-6.470541, 2.151946, 0.594147], [-5.581772, 2.851935, -0.758074], [-1.347232, 3.906614, -1.093703], [-3.531204, 4.733036, 0.859988], [-1.978160, 5.513425, 0.581711], [-2.048130, 3.960174, 1.413273], [-4.301150, 4.539955, -1.540207], [-3.144337, 4.086718, -2.795972], [-2.938780, 5.591360, -1.906877], [-2.222847, 1.522941, -3.068984], [-3.610044, -0.972570, -1.933859], [-1.901641, -0.851671, -2.244702], [-3.054084, -0.783360, -3.603308], [-5.161326, 0.978004, -2.364227], [-4.508646, 1.175076, -3.986481], [-4.554882, 2.547767, -2.882798]], "forces_ev_per_angstrom": [[-0.73, -0.54, -0.78], [0.58, -0.63, 0.29], [-0.18, 0.00, -0.35], [0.06, -0.01, 0.03], [0.10, 0.01, -0.03], [-0.14, 0.02, 0.01], [0.23, -0.07, -0.03], [-0.22, 0.61, -0.41], [0.45, -0.88, 0.25], [-0.44, 0.76, -0.25], [-0.05, -0.10, 0.30], [0.18, -0.10, 0.25], [0.07, 0.00, -0.32], [0.37, 0.46, 0.36], [-0.33, -0.14, -0.40], [-0.08, 0.09, 0.02], [0.12, -0.12, 0.00], [-0.08, 0.15, 0.06], [-0.03, -0.01, -0.05], [0.04, 0.16, -0.31], [0.65, 0.61, 0.45], [0.01, 0.03, 0.02], [-0.01, 0.02, -0.02], [-0.01, -0.01, -0.01], [0.00, -0.01, 0.05], [0.07, -0.10, -0.03], [-0.02, -0.02, -0.06], [0.08, 0.02, 0.01], [-0.09, -0.06, 0.04], [-0.02, 0.03, -0.06], [0.04, 0.03, 0.04], [0.03, -0.02, 0.01], [0.01, -0.01, 0.00], [-0.01, 0.01, -0.04], [-0.02, 0.01, 0.01], [-0.09, -0.25, -0.06], [0.08, -0.05, 0.18], [-0.62, 0.05, -0.16], [0.20, 0.19, -0.19], [-0.20, -0.15, 0.04], [-0.47, -0.39, 0.32], [0.17, -0.07, 0.12], [0.54, -0.28, 0.27], [-0.50, 0.35, 0.02], [0.34, -0.17, 0.92], [-0.76, 0.11, -0.08], [0.11, -0.08, 0.05], [0.06, 0.11, -0.14], [0.34, 0.29, -0.44], [-0.02, -0.01, 0.04], [-0.03, -0.02, 0.04], [0.02, 0.05, 0.03], [0.01, 0.02, 0.04], [-0.09, 0.00, 0.00], [-0.18, -0.03, 0.28], [-0.03, -0.06, 0.01], [0.42, -0.12, -0.08], [-0.14, 0.29, 0.05], [0.08, 0.05, -0.03], [0.06, 0.11, 0.03], [-0.13, -0.13, -0.07], [0.01, 0.06, -0.10], [0.03, -0.06, -0.07], [0.02, 0.02, -0.01], [-0.03, -0.01, -0.04], [-0.01, 0.03, -0.04], [0.01, -0.01, 0.03], [0.01, -0.01, -0.02], [0.03, 0.01, 0.02], [0.01, -0.02, -0.01], [0.02, -0.01, 0.01], [0.01, -0.03, 0.00], [-0.05, -0.01, -0.03], [0.02, 0.01, -0.07], [0.01, -0.04, 0.00], [0.03, 0.00, 0.00], [-0.01, -0.02, 0.03], [-0.03, -0.01, -0.02], [0.02, 0.04, -0.02], [0.04, 0.03, 0.02], [0.01, 0.01, 0.06], [0.04, 0.01, -0.01], [-0.01, -0.01, 0.04], [0.02, 0.01, 0.02]]}

---

[3]
{"formula": "C6H6FN3O3", "method": "ωB97M-V with the def2-TZVPD basis set", "s2": 2.017, "fmax_ha_per_bohr": 0.0793, "de_lowest_kcal_mol": 0.0, "orbital_gap_ev": [4.795, 6.049], "total_charge": 0, "multiplicity": 3, "species": ["C", "C", "C", "C", "C", "C", "N", "N", "N", "O", "O", "O", "F", "H", "H", "H", "H", "H", "H"], "coordinates": [[1.546377, -0.986737, 0.964914], [1.003750, -2.083925, 0.211280], [1.153924, 0.279971, 0.759449], [0.097734, -1.784595, -0.733813], [-1.352690, 1.480315, 0.445968], [0.145789, 0.604793, -0.263456], [-0.411406, -0.532637, -0.924664], [-2.051060, 0.566585, 1.096312], [0.596922, 1.611577, -1.256768], [-1.507265, 2.644265, 0.275268], [1.303844, 2.506418, -0.873519], [0.159694, 1.474647, -2.381456], [-0.454838, -2.704787, -1.532012], [2.308034, -1.205553, 1.694765], [1.332038, -3.094795, 0.364230], [1.612104, 1.114234, 1.264594], [-0.844953, -0.329293, -1.821786], [-1.733830, -0.389508, 1.142316], [-2.904169, 0.829025, 1.568379]], "forces_ev_per_angstrom": [[-0.06, -1.85, 0.07], [0.90, 0.65, 1.02], [-1.35, 1.36, -1.17], [-1.66, 0.98, -1.00], [0.89, -0.07, -0.55], [0.67, 0.08, -0.21], [1.09, -0.78, 0.37], [-0.77, -0.34, 0.69], [-0.72, -2.31, 2.28], [-0.02, -0.41, 0.12], [2.42, 2.80, 1.67], [-1.80, -0.87, -3.56], [0.30, 0.35, 0.37], [0.13, -0.01, 0.07], [0.04, -0.17, -0.06], [0.03, 0.12, -0.05], [0.03, 0.29, -0.11], [-0.11, 0.24, -0.04], [-0.02, -0.04, 0.09]]}